i) {"formula": "C5H8O3", "method": "ωB97M-V/def2-TZVPD", "elements": ["C", "C", "O", "O", "H", "H", "H", "H", "O", "C", "C", "C", "H", "H", "H", "H"], "xyz": [[-1.60000, 0.94144, 1.18890], [-0.80799, 0.22868, 2.24139], [-1.28075, -0.20797, 3.27527], [0.55126, 0.23088, 2.01895], [-1.20580, 1.94640, 1.01420], [-2.63544, 1.05037, 1.52250], [-1.60876, 0.34838, 0.27219], [0.80697, 0.72681, 1.20481], [0.95427, 0.97074, -0.37698], [1.24736, 0.20417, -1.26687], [1.57385, -1.19726, -1.44462], [0.35309, -0.63603, -2.11083], [1.42812, -1.84617, -0.59158], [2.43825, -1.41612, -2.05586], [-0.61632, -0.91269, -1.72058], [0.40188, -0.43163, -3.17088]], "lowdin_charge": [-0.0054, -0.5403, 0.0802, 0.0557, 0.0933, 0.0893, 0.0737, 0.0424, 0.0707, -0.3060, -0.0517, -0.0524, 0.1235, 0.1139, 0.1074, 0.1058], "smiles": "CC(=O)O.O=C1CC1", "gap_ev": 9.1, "spin_multiplicity": 1, "lumo_energy_ev": -0.695}


ii) {"formula": "C5H8O3", "method": "ωB97M-V/def2-TZVPD", "elements": ["C", "C", "C", "O", "C", "O", "C", "O", "H", "H", "H", "H", "H", "H", "H", "H"], "xyz": [[0.81850, 1.53616, -0.70123], [-0.08967, 0.70223, 0.15860], [-1.20255, -0.15587, -1.03498], [-0.94094, -0.23129, -2.21018], [0.55118, -0.34985, 0.97332], [0.04798, -0.45731, 2.27706], [-0.07864, -1.53877, 0.09597], [-0.89841, -2.27735, 0.67553], [1.31646, 0.93824, -1.47020], [1.60331, 1.98744, -0.08445], [0.26268, 2.32940, -1.20459], [-0.86761, 1.24888, 0.69183], [-2.22610, -0.26413, -0.63044], [1.64079, -0.38126, 0.93790], [-0.50292, -1.27449, 2.27512], [0.56593, -1.81205, -0.74924]], "lowdin_charge": [-0.0702, -0.2023, -0.1900, 0.0600, -0.3347, -0.0203, -0.2171, 0.0334, 0.0887, 0.0903, 0.0870, 0.1442, 0.1290, 0.1536, 0.0935, 0.1549], "smiles": "C[C@@H](C=O)[C@@H](O)C=O", "gap_ev": 8.7, "spin_multiplicity": 1, "lumo_energy_ev": -0.747}


iii) {"formula": "C5H8O3", "method": "ωB97M-V/def2-TZVPD", "elements": ["C", "C", "C", "C", "C", "O", "O", "O", "H", "H", "H", "H", "H", "H", "H", "H"], "xyz": [[0.22893, 0.11177, -0.26271], [0.25602, 1.43173, 0.47349], [2.24678, -0.47031, -0.21458], [-2.16742, -0.17770, -0.02332], [0.06174, -1.07566, 0.38250], [-2.67267, -1.18484, -0.80210], [-2.88434, 0.68316, 0.42600], [0.07776, -2.07402, 0.95282], [-3.64297, -1.05946, -0.86517], [0.07019, 0.06544, -1.33045], [-0.72958, 1.89364, 0.41476], [1.00846, 2.08010, 0.02423], [0.50830, 1.29111, 1.52401], [2.40215, -1.44944, -0.66179], [2.61816, -0.39988, 0.80472], [2.61849, 0.33436, -0.84242]], "lowdin_charge": [-0.2043, -0.0449, 0.0069, -0.4405, -0.1910, -0.0058, -0.0063, 0.2754, 0.0953, 0.1514, 0.0753, 0.0882, 0.1002, 0.0343, 0.0380, 0.0277], "gap_ev": 6.9, "spin_multiplicity": 1, "lumo_energy_ev": -0.005}


Most stable one: i), least stable one: iii).


i) {"formula": "C5H8O3", "method": "ωB97M-V/def2-TZVPD", "elements": ["C", "C", "C", "C", "C", "H", "H", "H", "H", "H", "H", "H", "H", "O", "O", "O"], "xyz": [[-0.12512, -0.86175, -0.55621], [-1.16808, 0.16194, -0.17089], [-0.65195, 1.01425, 1.03987], [0.82006, 0.64374, 0.97869], [1.04428, -0.00417, -0.31236], [-1.33273, -1.55320, -2.19423], [-0.28650, -1.65118, 0.37404], [-1.73168, 0.66466, -0.98511], [-1.96683, -0.43419, 0.63201], [-0.99952, 2.15042, 0.65025], [-1.29878, 0.64327, 2.06085], [0.94799, 0.92261, -1.02278], [2.82201, -0.86758, 0.57626], [-0.28833, -1.17246, -1.92684], [1.76530, 0.94679, 1.61867], [2.44988, -0.60315, -0.76221]], "lowdin_charge": [-0.4294, -0.2121, -0.1061, -0.4511, -0.2912, 0.2266, 0.2065, 0.1206, 0.1545, 0.1822, 0.1737, 0.2116, 0.3030, -0.0686, 0.1276, -0.1480], "gap_ev": 10.3, "spin_multiplicity": 1, "lumo_energy_ev": 0.366}


ii) {"formula": "C5H8O3", "method": "ωB97M-V/def2-TZVPD", "elements": ["C", "C", "C", "O", "C", "O", "C", "O", "H", "H", "H", "H", "H", "H", "H", "H"], "xyz": [[-1.30747, -0.69717, 0.83251], [-0.33263, 0.16347, 0.07921], [-0.83536, 1.03202, -0.99016], [-0.10729, 1.81302, -1.68042], [0.84407, -0.61245, -0.77401], [1.47179, -0.11490, -1.88272], [1.05537, 0.28810, 0.57227], [1.44201, -0.37011, 1.76394], [-0.84972, -1.63349, 1.17326], [-1.66802, -0.15427, 1.71180], [-2.16948, -0.96721, 0.21824], [-1.89996, 0.92175, -1.23296], [0.79173, -1.68480, -0.60774], [1.02661, 0.94156, -2.06607], [1.61451, 1.18801, 0.34106], [0.92383, -0.11353, 2.54179]], "lowdin_charge": [-0.0273, -0.3383, -0.1338, -0.0189, -0.1650, -0.0762, -0.2079, -0.0101, 0.0925, 0.0918, 0.0876, 0.1382, 0.1517, 0.1604, 0.1541, 0.1012], "smiles": "CC1(C=O)[C@@H](O)[C@@H]1O", "gap_ev": 9.3, "spin_multiplicity": 1, "lumo_energy_ev": 0.517}


iii) {"formula": "C5H8O3", "method": "ωB97M-V/def2-TZVPD", "elements": ["C", "C", "O", "C", "O", "C", "C", "O", "H", "H", "H", "H", "H", "H", "H", "H"], "xyz": [[-1.11724, 1.21167, 0.01737], [0.19131, 1.57639, -0.09475], [1.41307, 0.97496, -0.40821], [1.95208, -0.20677, 0.20621], [1.31192, -1.44531, -0.16922], [0.00051, -0.94229, -0.12790], [-1.46659, -1.30131, -0.14150], [-1.95212, 0.08805, -0.02206], [-1.79304, 2.04887, 0.17566], [0.32003, 2.66858, -0.07443], [2.96988, -0.28233, -0.15856], [1.91674, -0.11909, 1.29890], [-0.02806, -0.39035, 0.81375], [-0.02404, -0.29227, -0.97156], [-1.82384, -1.85860, 0.72936], [-1.87062, -1.73021, -1.07305]], "lowdin_charge": [-0.1251, -0.1342, -0.0959, -0.1741, -0.0475, -0.2493, -0.0825, -0.1033, 0.1228, 0.1217, 0.1389, 0.1444, 0.1177, 0.1166, 0.1220, 0.1278], "smiles": "C1=C\\OCOCCO/1", "gap_ev": 9.6, "spin_multiplicity": 1, "lumo_energy_ev": 0.893}


Most stable one: ii), least stable one: i).


i) {"formula": "C2H5N", "method": "ωB97M-V/def2-TZVPD", "elements": ["C", "N", "C", "H", "H", "H", "H", "H"], "xyz": [[-1.27356, 0.15044, 0.26381], [-0.24228, 0.67701, -0.20216], [1.00056, -0.04788, -0.22891], [-2.21937, 0.66278, 0.22316], [-1.36035, -0.83774, 0.76272], [1.82014, 0.63386, 0.03384], [1.19767, -0.30243, -1.26821], [1.07719, -0.93604, 0.41575]], "lowdin_charge": [-0.0952, -0.0944, -0.1622, 0.0540, 0.0774, 0.0725, 0.0743, 0.0737], "smiles": "C=NC", "gap_ev": 10.9, "spin_multiplicity": 1, "lumo_energy_ev": 1.260}


ii) {"formula": "C2H5N", "method": "ωB97M-V/def2-TZVPD", "elements": ["H", "N", "C", "C", "H", "H", "H", "H"], "xyz": [[-2.38734, 0.57751, 0.00461], [-1.78060, -0.17286, -0.03362], [-0.26113, 0.47434, -0.10800], [0.94083, -0.41637, -0.06690], [-0.14826, 1.55740, 0.28549], [0.67119, -1.51928, -0.26016], [1.25919, -0.23117, 0.95210], [1.70613, -0.26957, -0.77351]], "lowdin_charge": [-0.0872, 0.0407, -0.1160, -0.1530, 0.0957, 0.1053, 0.0695, 0.0450], "smiles": "[H]/N=C/C", "gap_ev": [10.0, 9.4], "spin_multiplicity": 1, "lumo_energy_ev": [0.120, 0.072]}


iii) {"formula": "C2H5N", "method": "ωB97M-V/def2-TZVPD", "elements": ["C", "N", "C", "H", "H", "H", "H", "H"], "xyz": [[0.92476, 0.72360, -0.00687], [0.28951, 0.23302, -0.97679], [-0.67931, -0.57254, -0.13662], [0.62563, 1.69001, 0.46394], [1.84598, 0.27024, 0.42988], [-1.61260, -0.67701, -0.67018], [-1.10320, -0.11869, 0.79158], [-0.29077, -1.54862, 0.10505]], "lowdin_charge": [-0.1122, -0.1071, -0.1630, 0.0877, 0.0885, 0.0642, 0.0774, 0.0645], "smiles": "C=NC", "gap_ev": 7.7, "spin_multiplicity": 1, "lumo_energy_ev": -0.050}


Most stable one: i), least stable one: iii).